(1)
Density functional theory data (the ωB97M-V functional and the def2-TZVPD basis) for a molecular structure, C24H43FP2Pt at a distorted geometry.

Geometry as XYZ:
```
71
Properties=species:S:1:pos:R:3
Pt -0.7976 0.4892 2.2480
C 0.7028 -0.1059 4.9595
C 1.7538 0.4196 4.1514
C -0.2086 1.7212 3.7949
C -0.4325 0.6886 4.8688
C 1.2589 1.5271 3.4382
C 0.7238 -1.3899 5.7116
H 1.3890 -2.1444 5.2691
H -0.2946 -1.8160 5.7302
H 1.0332 -1.2339 6.7549
C -1.5750 0.6955 5.8049
H -1.7680 -0.3267 6.1782
H -2.4788 1.0422 5.3089
H -1.4563 1.2975 6.7241
C -0.9305 3.0224 3.6965
H -0.8345 3.6457 4.5973
H -2.0076 2.7647 3.5724
H -0.5936 3.5640 2.8442
C 2.0570 2.5984 2.8109
H 2.4357 3.2975 3.5771
H 1.4814 3.2078 2.1047
H 2.9388 2.2392 2.2802
C 3.1308 -0.1316 4.0867
H 3.7864 0.3127 4.8618
H 3.6048 0.0468 3.1061
H 3.1357 -1.2245 4.2657
C -0.8368 -1.9734 1.7129
C 0.2392 -2.3872 2.4591
C 1.5829 -2.5748 1.9690
C 2.0197 -1.6297 0.7918
C 1.6362 -0.2307 0.8295
C 0.4357 0.3179 0.3055
C -0.6567 -0.5109 -0.3960
C -0.9365 -1.8925 0.1925
H 1.7416 -3.5895 1.5415
H 1.6716 -2.1183 -0.1358
H 2.2827 -2.4940 2.8378
H -0.3848 -2.7035 -0.3419
H -1.7878 -2.3841 2.1005
H 0.1275 -2.6192 3.5363
H -1.9880 -2.1126 -0.0475
H -1.5917 0.0496 -0.2407
H 0.4653 1.3648 -0.0594
H -0.5138 -0.6246 -1.5017
H 3.1141 -1.6921 0.7942
H 2.4220 0.4431 1.1889
P -1.0883 -0.7129 -4.0225
P -0.7939 1.9738 -5.4483
C -1.1612 -0.7420 -5.9430
C -1.5160 0.6140 -6.5408
H -1.9447 -1.4738 -6.2133
H -0.1675 -1.0762 -6.2999
H -1.0145 0.7047 -7.5208
H -2.6105 0.7559 -6.6493
C -1.6105 3.2396 -6.5354
H -1.1924 4.2127 -6.2546
H -2.6962 3.2103 -6.3552
H -1.3818 2.9883 -7.5818
C 0.7748 2.0016 -6.4677
H 0.4986 1.9716 -7.5331
H 1.4284 1.1522 -6.2206
H 1.2803 2.9449 -6.2338
C -2.6289 -1.7432 -3.9408
H -2.8505 -2.0555 -2.9150
H -2.5123 -2.6193 -4.5929
H -3.4529 -1.1256 -4.3295
C 0.2619 -1.9818 -3.9824
H 1.1823 -1.5101 -4.3577
H 0.0067 -2.8200 -4.6449
H 0.4443 -2.3413 -2.9605
F -2.3518 -0.4131 3.2607
```

Output
**Frontier orbital gap (alpha / beta)**: 6.7 / 4.6 eV
**Total charge**: +2
**Spin multiplicity**: 5



(2)
Density functional theory data (the ωB97M-V functional and the def2-TZVPD basis) for 2 unconnected molecules or ions with the total composition C5H11N at a distorted geometry.

Geometry as XYZ:
```
17
Properties=species:S:1:pos:R:3
C -0.4474 1.3833 0.8938
C 0.5572 1.9024 0.2191
C 1.9946 1.4839 0.2806
H -1.4684 1.7284 0.8140
H -0.3749 0.5045 1.5339
H 0.3535 2.8104 -0.3438
H 2.5991 2.0749 -0.3983
H 2.3902 1.5810 1.2837
H 2.1331 0.4483 -0.0183
C -0.9368 -2.4841 0.3786
C -0.6335 -1.9029 -0.7810
N -1.4337 -0.9983 -1.4874
H -1.9093 -2.3577 0.8341
H -0.1985 -3.1065 0.8576
H 0.2874 -2.1997 -1.2755
H -2.0707 -0.5472 -0.8468
H -0.8418 -0.3205 -1.9444
```

Output
**Frontier orbital gap**: 9.5 eV
**Structure (SMILES)**: C=CC.C=CN
**Energy above the lowest of the compared OMol25 structures with the same formula, charge and spin**: 36.6 kcal/mol



(3)
Density functional theory data (the ωB97M-V functional and the def2-TZVPD basis) for a molecular structure, C14H35NO19S4V at a distorted geometry.

Geometry as XYZ:
```
74
Properties=species:S:1:pos:R:3
O 0.9425 0.3239 -2.5562
V 1.1132 -0.4648 -1.1489
O 0.0483 -1.6492 -1.1417
C 3.1455 -4.0837 -1.4739
C 3.1247 -2.7836 -2.2722
C 2.0738 -2.9107 -3.4100
O 2.8757 -1.6676 -1.5002
H 3.8548 -4.0303 -0.6484
H 3.4920 -4.8521 -2.1704
H 2.1219 -4.2129 -1.1173
H 4.1056 -2.6340 -2.7520
H 2.3625 -3.7807 -4.0252
H 2.0705 -2.0672 -4.0970
H 1.0787 -3.2146 -3.0816
N 3.6297 1.4590 -0.2162
O 2.3958 1.2728 -0.4849
O 4.3870 1.9878 -1.0340
O 4.0337 1.1564 0.9283
C -0.2509 1.6881 -6.0351
C 0.8167 2.2376 -5.1018
O 0.1779 3.0699 -4.1649
S -1.2757 3.5596 -4.7151
O -1.0984 4.7936 -5.4206
O -2.2612 3.4274 -3.6927
O -1.4945 2.3422 -5.7499
H -0.4472 0.6211 -5.9284
H 0.0562 1.7556 -7.0818
H 1.6327 2.7837 -5.5897
H 1.3930 1.4125 -4.6754
O -0.3783 1.1198 -0.2635
S -0.8908 2.2094 0.5337
O -1.8139 1.9520 1.6177
O 0.3567 3.0552 1.1010
C 0.1698 3.8541 2.2711
C 0.8532 5.2204 2.0416
C -1.6497 3.3519 -0.6003
H 0.6605 3.2803 3.0594
H -0.8704 4.0501 2.5314
H 0.6269 6.0093 2.7517
H 0.4134 5.4846 1.0753
H 1.9244 5.0568 1.9531
H -2.4792 2.8134 -1.0518
H -0.9127 3.5876 -1.3638
H -1.9615 4.2231 -0.0300
O -4.3935 -4.1792 1.4539
S -3.0529 -3.7473 1.7541
O -2.0230 -3.8939 0.7491
O -3.1300 -2.1650 2.2056
C -2.9332 -1.2024 1.1714
C -4.1939 -0.7374 0.4423
C -2.5007 -4.3924 3.3315
H -2.2370 -1.5055 0.3837
H -2.4333 -0.3190 1.5668
H -4.8297 -0.1888 1.1341
H -4.6669 -1.5963 -0.0375
H -3.8864 -0.1289 -0.4095
H -1.6505 -3.7997 3.6476
H -2.2685 -5.4554 3.2721
H -3.3552 -4.3932 4.0080
O 0.9939 -0.9836 1.1572
S 1.7530 -1.4035 2.2966
O 3.1761 -1.6028 2.2718
O 1.4123 -0.4874 3.5858
C 0.2342 0.3267 3.4495
C -0.3354 0.6198 4.8105
C 1.0183 -2.9417 2.7677
H -0.5305 -0.2920 2.9651
H 0.3742 1.1871 2.8056
H -0.4896 -0.2425 5.4549
H -1.1721 1.3178 4.7965
H 0.3967 1.2243 5.3698
H 1.2216 -3.3111 3.7668
H 1.3866 -3.6766 2.0489
H -0.0378 -2.8381 2.5110
```

Output
**Frontier orbital gap**: 7.1 eV
**Total charge**: -1